(i)
This record from the Open Molecules 2025 dataset describes a cluster of 2 separate species, C2H4O4 in total. The level of theory is ωB97M-V/def2-TZVPD.

Structure (ORCA input):
```
! wB97M-V def2-TZVPD RIJCOSX def2/J DEFGRID3
* xyz 0 1
O -5.54039 1.39458 -1.11348
O -3.47433 2.34660 -1.01127
C -4.34510 1.32126 -0.75284
H -2.52338 2.21903 -0.74400
H -3.81214 0.50367 -0.22827
O -3.97735 -2.86572 0.87476
O -3.66070 -2.02621 -1.23058
C -3.26201 -2.33468 0.02546
H -2.80247 -1.79328 -1.67912
H -2.20791 -2.02182 0.16203
*
```

SMILES string: O=CO.O=CO
HOMO energy: -11.015 eV
Kohn-Sham gap: 10.87 eV
Molar mass: 92.0 g mol⁻¹

Löwdin population analysis, charges in e, atoms 1 to 5: atom 1 (O): 0.04, atom 2 (O): 0.03, atom 3 (C): -0.32, atom 4 (H): 0.13, atom 5 (H): 0.12

---

(ii)
This record from the Open Molecules 2025 dataset describes a cluster of 2 separate species, C2H4O4 in total. The level of theory is ωB97M-V/def2-TZVPD.

Structure (ORCA input):
```
! wB97M-V def2-TZVPD RIJCOSX def2/J DEFGRID3
* xyz 0 1
O -2.39319 -1.54806 0.53080
C -2.00855 -1.86870 1.61347
O -2.84320 -1.96349 2.65818
H -0.93905 -2.06523 1.79430
H -2.36961 -2.35375 3.41049
O 2.30640 3.22987 -1.68449
C 1.84686 2.11375 -1.74877
O 2.32485 1.11116 -2.45963
H 0.86107 2.04329 -1.31155
H 3.21440 1.30117 -2.80281
*
```

SMILES string: O=CO.O=CO
HOMO energy: -10.731 eV
Kohn-Sham gap: 11.19 eV
Molar mass: 92.0 g mol⁻¹

Löwdin population analysis, charges in e, atoms 1 to 5: atom 1 (O): 0.08, atom 2 (C): -0.41, atom 3 (O): 0.08, atom 4 (H): 0.14, atom 5 (H): 0.11

---

Stability check: which of them is most stable? (ii).

---

(i)
This record from the Open Molecules 2025 dataset describes a cluster of 8 separate species, C8H24N8O16 in total. The level of theory is ωB97M-V/def2-TZVPD.

Structure (ORCA input):
```
! wB97M-V def2-TZVPD RIJCOSX def2/J DEFGRID3
* xyz 0 1
C 7.09044 -4.45772 -6.56333
N 5.76506 -4.86969 -7.06213
O 4.80610 -4.77434 -6.33296
O 5.66670 -5.12856 -8.25262
H 7.30368 -3.52550 -7.08068
H 7.76592 -5.21292 -6.96251
H 6.99459 -4.36561 -5.48859
C -0.79211 -3.12785 -13.17588
N 0.03750 -2.00885 -13.71069
O 1.06355 -2.31360 -14.25430
O -0.31454 -0.89331 -13.41356
H -0.85457 -3.93228 -13.90479
H -1.81758 -2.79537 -13.04400
H -0.30863 -3.42175 -12.24934
C 5.15078 -7.77869 -9.44819
N 3.76984 -7.24812 -9.45094
O 2.98209 -7.79712 -8.71814
O 3.50531 -6.30975 -10.16696
H 5.57078 -7.45592 -8.50348
H 5.73774 -7.41119 -10.28038
H 5.06389 -8.86090 -9.45602
C 2.89168 -3.70439 -8.62233
N 1.95102 -3.25115 -9.67372
O 0.86542 -3.76347 -9.70349
O 2.35601 -2.46053 -10.49263
H 2.41963 -3.48332 -7.66143
H 3.86686 -3.28574 -8.80446
H 2.85697 -4.78979 -8.57818
C 1.57864 0.82446 -10.57407
N 1.20273 1.23495 -9.19402
O 0.87336 0.33053 -8.45148
O 1.31328 2.39444 -8.88772
H 1.76659 -0.23984 -10.46690
H 2.45228 1.35111 -10.93954
H 0.73564 0.91817 -11.25519
C -0.28437 -6.23267 -7.84992
N -0.15151 -7.62313 -8.35012
O -0.13063 -7.83332 -9.53627
O -0.06681 -8.48009 -7.49388
H 0.66776 -5.79145 -7.56122
H -0.82587 -6.32624 -6.91077
H -0.77886 -5.57601 -8.55451
C 5.37734 -0.98147 -10.38083
N 6.32863 -0.94346 -11.50434
O 6.91941 0.09347 -11.71622
O 6.46350 -1.96145 -12.15277
H 4.74248 -0.10652 -10.49953
H 5.89954 -0.96659 -9.42602
H 4.75264 -1.86694 -10.35810
C 0.42329 -5.22805 -3.83282
N 1.70010 -4.61012 -4.29656
O 1.68224 -3.96912 -5.31900
O 2.68525 -4.81222 -3.62680
H -0.01947 -5.66905 -4.72229
H -0.24109 -4.45398 -3.46540
H 0.73032 -5.98657 -3.12305
*
```

SMILES string: C[N+](=O)[O-].C[N+](=O)[O-].C[N+](=O)[O-].C[N+](=O)[O-].C[N+](=O)[O-].C[N+](=O)[O-].C[N+](=O)[O-].C[N+](=O)[O-]
HOMO energy: -10.929 eV
Kohn-Sham gap: 10.36 eV
Molar mass: 488.3 g mol⁻¹

Löwdin population analysis, charges in e, atoms 1 to 5: atom 1 (C): 0.06, atom 2 (N): -0.43, atom 3 (O): 0.09, atom 4 (O): 0.03, atom 5 (H): 0.11

---

(ii)
This record from the Open Molecules 2025 dataset describes a cluster of 8 separate species, C8H24N8O16 in total. The level of theory is ωB97M-V/def2-TZVPD.

Structure (ORCA input):
```
! wB97M-V def2-TZVPD RIJCOSX def2/J DEFGRID3
* xyz 0 1
C 5.79499 15.41288 9.56133
N 4.76901 16.47552 9.90080
O 3.62881 16.04835 10.03121
O 5.18121 17.64328 9.98492
H 5.12807 14.56848 9.38725
H 6.45135 15.11253 10.37808
H 6.45899 15.66580 8.73475
C 7.49486 6.51737 7.65994
N 7.57098 5.53459 6.58033
O 7.07377 4.41526 6.82623
O 8.13974 5.83901 5.60157
H 8.33185 6.20770 8.28576
H 6.53224 6.42181 8.16227
H 7.67232 7.52821 7.29277
C 9.60640 11.05832 11.54067
N 10.24971 12.41004 11.36383
O 10.02531 13.27898 12.25864
O 10.66242 12.60004 10.28633
H 10.05278 10.64544 12.44532
H 9.76288 10.31710 10.75696
H 8.56235 11.35588 11.63824
C 0.80407 10.18373 11.14383
N 2.09900 10.48101 10.57331
O 2.32788 10.02925 9.49314
O 2.84232 11.17398 11.16116
H 0.33119 11.07224 11.56222
H 0.79574 9.56551 12.04151
H 0.21592 9.81360 10.30408
C 6.61379 13.29239 15.66377
N 7.41416 14.37678 16.28549
O 7.93757 14.05356 17.36011
O 7.36214 15.50681 15.75437
H 6.37336 13.65023 14.66266
H 5.69251 13.00345 16.16959
H 7.34733 12.48762 15.71255
C 11.42158 9.66898 19.56258
N 12.07235 10.46539 18.45481
O 11.37676 10.47113 17.45780
O 13.18243 10.91839 18.60240
H 12.08941 8.80762 19.57615
H 10.39313 9.35574 19.38293
H 11.63746 10.27613 20.44170
C 5.31891 8.33416 17.98836
N 5.71692 8.13690 16.63923
O 6.87663 8.20279 16.39074
O 4.85981 7.95708 15.78650
H 4.66837 9.19526 18.14140
H 6.19631 8.52227 18.60713
H 4.77037 7.42045 18.21714
C 14.25137 16.75362 9.30279
N 14.78111 18.05989 9.64998
O 14.92873 18.34020 10.83590
O 15.19918 18.70593 8.70129
H 14.60156 16.36543 8.34636
H 13.18708 16.90482 9.12244
H 14.37450 16.00301 10.08352
*
```

SMILES string: C[N+](=O)[O-].C[N+](=O)[O-].C[N+](=O)[O-].C[N+](=O)[O-].C[N+](=O)[O-].C[N+](=O)[O-].C[N+](=O)[O-].C[N+](=O)[O-]
HOMO energy: -11.065 eV
Kohn-Sham gap: 10.72 eV
Molar mass: 488.3 g mol⁻¹

Löwdin population analysis, charges in e, atoms 1 to 5: atom 1 (C): 0.04, atom 2 (N): -0.42, atom 3 (O): 0.05, atom 4 (O): 0.05, atom 5 (H): 0.09

---

Stability check: which of them is most stable? (i).

---

(i)
This record from the Open Molecules 2025 dataset describes the molecule C3H6N2O. The level of theory is ωB97M-V/def2-TZVPD.

Structure (ORCA input):
```
! wB97M-V def2-TZVPD RIJCOSX def2/J DEFGRID3
* xyz 0 3
C 1.70709 -0.53568 -0.98620
C 1.78821 0.41717 -0.12505
C -0.42408 0.39154 -0.60576
N -1.70724 -0.19313 1.29819
N -1.61795 0.03254 -0.08445
O 0.49516 0.85328 0.38034
H 2.57185 -1.18985 -1.36936
H 2.67284 0.81712 0.40343
H -0.24913 0.87742 -1.55966
H -2.09023 -1.14875 1.55676
H -0.80666 -0.09238 1.73349
H -2.33985 -0.22928 -0.64175
*
```

Expectation value of S²: 2.016
HOMO energy (spin up / spin down): -5.211 / -8.524 eV
Kohn-Sham gap (spin up / spin down): 6.38 / 7.74 eV
Molar mass: 86.1 g mol⁻¹

Löwdin population analysis, charges in e, atoms 1 to 5: atom 1 (C): 0.08, atom 2 (C): -0.22, atom 3 (C): -0.25, atom 4 (N): 0.02, atom 5 (N): -0.07

---

(ii)
This record from the Open Molecules 2025 dataset describes a cluster of 2 separate species, C3H6N2O in total. The level of theory is ωB97M-V/def2-TZVPD.

Structure (ORCA input):
```
! wB97M-V def2-TZVPD RIJCOSX def2/J DEFGRID3
* xyz 0 3
C -2.95478 -0.00610 -0.21384
C 0.44334 0.70203 0.86749
C 0.51662 -0.51089 -0.03676
N -2.67398 -0.78522 0.56590
N 0.17129 1.86125 0.38405
O 0.07193 2.22316 -0.78930
H -3.37047 0.71790 -0.88894
H 0.68004 0.44636 1.81412
H 1.22399 -1.14326 0.47975
H 0.66189 -0.16955 -1.05654
H -0.56751 -0.83497 0.04864
H 0.16838 2.71060 0.98129
*
```

Expectation value of S²: 2.007
HOMO energy (spin up / spin down): -5.399 / -10.434 eV
Kohn-Sham gap (spin up / spin down): 6.38 / 9.36 eV
Molar mass: 86.1 g mol⁻¹

Löwdin population analysis, charges in e, atoms 1 to 5: atom 1 (C): -0.06, atom 2 (C): -0.19, atom 3 (C): -0.08, atom 4 (N): 0.07, atom 5 (N): -0.21

---

(iii)
This record from the Open Molecules 2025 dataset describes a cluster of 2 separate species, C3H6N2O in total. The level of theory is ωB97M-V/def2-TZVPD.

Structure (ORCA input):
```
! wB97M-V def2-TZVPD RIJCOSX def2/J DEFGRID3
* xyz 0 3
C 2.06416 -2.06491 0.53900
C -0.13016 -0.14454 0.25958
C -1.73433 1.64347 -0.56945
N 2.30389 -1.16329 -0.26425
N -0.47763 0.82634 -0.48579
O -0.41377 -0.90715 1.15896
H 2.84260 -2.74865 0.81140
H 1.19532 -2.13352 1.25224
H -1.39450 2.68801 -0.79109
H -2.33953 1.21039 -1.22044
H -2.14821 1.52419 0.37077
H 0.23217 1.26966 -1.06093
*
```

Expectation value of S²: 2.015
HOMO energy (spin up / spin down): -6.523 / -10.562 eV
Kohn-Sham gap (spin up / spin down): 7.32 / 10.24 eV
Molar mass: 86.1 g mol⁻¹

Löwdin population analysis, charges in e, atoms 1 to 5: atom 1 (C): -0.20, atom 2 (C): -0.34, atom 3 (C): -0.01, atom 4 (N): 0.09, atom 5 (N): -0.01

---

Stability check: which of them is most stable? (iii).

---

(i)
This record from the Open Molecules 2025 dataset describes the molecule C14H18N2O5. The level of theory is ωB97M-V/def2-TZVPD.

Structure (ORCA input):
```
! wB97M-V def2-TZVPD RIJCOSX def2/J DEFGRID3
* xyz 0 1
C 1.04165 -2.22903 -0.25981
C -0.23026 -2.01470 0.39650
C 0.88796 -1.62678 -1.69547
C 0.64240 -0.06255 -2.07503
C -0.49657 0.59310 -1.59544
C 1.59022 0.69012 -2.91916
C -0.79940 1.85244 -2.03947
C 1.29049 2.04063 -3.19930
C 0.12512 2.57266 -2.75782
C 0.61025 0.03902 1.38815
C 1.32236 0.40421 2.77815
C -0.21247 1.42501 1.31594
C -1.41235 1.37931 2.39021
C -2.53479 0.50056 2.00826
H 0.60792 -3.81320 -1.28143
H 2.21561 -4.02546 -0.70605
H 1.83180 -1.92387 0.42845
H 1.79161 -1.99280 -2.28392
H -0.04772 -2.17453 -2.07435
H -1.25079 -0.03251 -1.12133
H 2.51515 0.12932 -3.09698
H -1.84450 2.20966 -1.91513
H 1.99766 2.72470 -3.68670
H -0.23280 3.64828 -2.78224
H -1.11420 -0.74108 1.47751
H 1.34017 -0.04850 0.53151
H 0.45799 2.19274 1.40332
H -0.76514 1.52662 0.37595
H -2.11414 2.32484 2.46116
H -1.08682 1.01956 3.35340
H -3.74751 0.51875 0.48939
H 0.62594 -1.23616 3.37568
N 1.28982 -3.63427 -0.57479
N -0.19280 -1.15281 1.46846
O -1.29856 -2.53012 0.16648
O 2.03781 1.38953 2.97501
O -2.96886 -0.42578 2.67293
O -2.95763 0.93851 0.79480
O 1.08541 -0.45545 3.81317
*
```

SMILES string: N[C@@H](Cc1ccccc1)C(=O)N[C@@H](CCC(=O)O)C(=O)O
HOMO energy: -9.299 eV
Kohn-Sham gap: 9.70 eV
Molar mass: 294.3 g mol⁻¹

Löwdin population analysis, charges in e, atoms 1 to 5: atom 1 (C): -0.33, atom 2 (C): -0.48, atom 3 (C): -0.07, atom 4 (C): -0.15, atom 5 (C): -0.11

---

(ii)
This record from the Open Molecules 2025 dataset describes the molecule C14H18N2O5. The level of theory is ωB97M-V/def2-TZVPD.

Structure (ORCA input):
```
! wB97M-V def2-TZVPD RIJCOSX def2/J DEFGRID3
* xyz 0 1
C 0.62288 0.69363 -0.67760
C -0.41120 1.66896 -0.13070
C 0.57263 0.85767 -2.33382
C 1.21918 -0.45184 -2.81702
C 2.57054 -0.71307 -2.52640
C 0.40705 -1.49129 -3.22969
C 3.19838 -1.87565 -3.04310
C 0.98225 -2.59086 -3.80078
C 2.34798 -2.73470 -3.78118
C -1.77314 1.86913 2.06598
C -0.95330 2.86873 2.85691
C -2.39726 0.81979 3.04078
C -1.53988 -0.37005 3.45050
C -1.48331 -1.57326 2.36511
H 1.17371 -1.02614 0.09288
H -0.22036 -1.18133 -0.81064
H 1.52858 0.86933 -0.14632
H 1.15721 1.70302 -2.53774
H -0.33818 0.93931 -2.77747
H 3.17162 0.18364 -2.21237
H -0.77552 -1.14979 -3.41032
H 4.22273 -1.91769 -3.09821
H 0.19263 -3.43238 -4.14281
H 2.95517 -3.72921 -4.06945
H -0.60519 0.26721 1.05281
H -2.58001 2.44797 1.67799
H -2.73825 1.30761 4.02975
H -3.38266 0.53366 2.55807
H -0.63682 0.06670 3.66590
H -1.88753 -0.76404 4.40429
H 0.00268 -1.68698 1.04974
H 0.49984 3.80475 2.82264
N 0.25136 -0.67283 -0.09503
N -1.14357 1.15331 0.93571
O -0.61144 2.82876 -0.48201
O -1.53912 3.64018 3.58469
O -2.26727 -2.20521 1.73018
O -0.15483 -1.80489 2.03922
O 0.36242 2.84783 2.69948
*
```

SMILES string: N[C@@H](Cc1ccccc1)C(=O)N[C@@H](CCC(=O)O)C(=O)O
HOMO energy: -9.487 eV
Kohn-Sham gap: 9.85 eV
Molar mass: 294.3 g mol⁻¹

Löwdin population analysis, charges in e, atoms 1 to 5: atom 1 (C): -0.14, atom 2 (C): -0.43, atom 3 (C): -0.02, atom 4 (C): -0.27, atom 5 (C): -0.05

---

Stability check: which of them is most stable? (i).